# C41H51CsGe2N4OS2

C41H51CsGe2N4OS2 as an isolated structure (ωB97M-V/def2-TZVPD, OMol25).

CARTESIAN COORDINATES (ANGSTROEM)
C  1.36420  3.51603  3.75746
H  -0.06226  -0.38811  3.65906
H  1.77975  0.56399  0.83262
C  -1.13246  -0.15584  3.81577
H  3.07232  -8.27996  0.97885
Ge  -1.32724  1.87078  -2.14447
C  3.97241  -1.63047  -1.91598
H  -3.61693  4.98951  -3.95798
H  0.92002  -8.79186  1.85812
N  -2.01966  -1.12191  3.66356
S  1.29264  0.33807  -2.02013
C  0.76452  -5.35455  2.25701
C  1.47630  4.60416  -0.47498
H  3.00195  2.33585  4.42804
C  -3.73025  0.31393  4.36716
C  0.16513  -1.09577  -3.97928
C  -0.56860  2.27962  4.35860
H  -0.70766  -2.16271  -5.81471
H  0.76743  4.39382  4.05909
H  -0.46454  1.22903  2.01309
C  -2.92449  1.24234  -1.10942
H  3.94104  -0.52883  -2.03643
H  3.75163  -4.14724  -1.40413
H  -3.95894  -1.76620  3.89377
C  2.02314  -5.08269  1.63492
H  -4.43646  2.13023  -4.64266
C  1.79026  1.13515  1.80736
H  2.95548  -2.20754  2.82283
H  0.31420  2.09836  -5.26659
H  -3.32646  2.27918  4.74315
H  3.64170  -2.32902  0.65092
H  2.10402  0.51086  2.64964
C  2.44717  3.22723  4.75593
H  -2.42325  4.52066  -0.74712
C  -3.96178  0.58459  -1.88047
H  2.01812  -3.42175  3.68145
Ge  -2.06561  2.83775  -4.39135
H  1.25801  6.37991  0.58615
H  3.11484  4.07753  4.77379
C  -2.58988  4.74389  -4.22627
H  -0.42837  -0.18656  -4.04172
H  2.62919  1.90234  1.66871
H  3.75659  -3.64511  3.23726
H  -3.60811  0.78479  -5.21150
C  2.87513  -6.11202  1.17145
C  0.72039  5.59932  0.09978
H  1.38335  2.75509  -1.67650
H  -5.68445  -0.56960  -1.93000
C  0.37844  -6.72349  2.36256
H  -0.08894  3.87030  -5.37800
H  2.56419  4.60816  -0.42782
C  2.80838  -3.27231  2.87722
N  0.47656  2.41566  3.44763
C  3.45097  -3.39044  0.54327
H  4.72154  -1.86825  -1.17894
C  1.85482  -2.34260  -2.70474
H  -0.50913  -6.96978  2.80452
H  0.71191  -4.12805  -5.38400
H  -3.93844  0.60226  -2.99376
Cs  -0.19742  -1.94826  0.17676
S  -0.35235  -4.13177  2.92289
H  3.67431  -5.79596  0.51472
C  2.97429  -3.57968  -0.92941
H  -2.55445  1.86927  0.93688
H  -1.36139  6.19882  0.55979
C  0.47797  1.87444  2.09666
C  0.01442  -2.17997  -4.90606
C  -2.83848  1.33505  4.48083
C  -5.00917  -0.07681  -1.26100
H  -5.86754  -0.70291  0.64559
C  -1.35769  4.55533  -0.66459
H  -0.60581  2.81303  -6.63733
C  -3.15022  1.30992  0.24945
C  -0.68030  5.51621  0.08176
C  1.25421  -7.76877  1.92067
C  0.82164  -3.30076  -4.70415
H  2.11328  3.12828  5.80232
H  4.42716  -3.96504  0.74560
N  2.45865  -3.69315  1.54346
H  2.14389  -4.36182  -3.38429
C  -3.26001  -0.92393  4.03294
O  -0.77345  3.10604  5.23188
C  1.65542  -3.42780  -3.57770
H  2.04848  -4.14539  -0.86354
C  -5.11382  -0.06340  0.10560
C  -3.53388  1.88288  -5.20534
H  0.37291  2.75561  1.38234
H  -4.75769  0.49429  4.71648
C  -0.54071  3.47207  -1.20870
C  -1.50404  1.15660  4.18719
C  1.11680  -1.14267  -2.96447
C  -4.23508  0.67070  0.82871
N  2.75392  -2.31765  -1.58479
H  -2.40080  5.26865  -5.27659
C  -0.45156  2.82943  -5.57996
H  -1.95013  5.25037  -3.56340
H  4.31799  -1.96680  -2.88958
C  0.82503  3.55290  -1.13627
C  2.48794  -7.44445  1.33039
H  1.93181  3.72619  2.82200
H  -3.77877  2.31201  -6.19266
H  -4.28918  0.79116  1.89317

Summary:
Gap between HOMO and LUMO (alpha / beta) = 5.46 / 5.86 eV
Total charge = -1
Spin multiplicity = 2
Total energy = -186602.568 eV
HOMO (alpha / beta) = -3.476 / -3.910 eV
Molecular weight = 958.15 g mol⁻¹
LUMO energy (alpha / beta) = 1.98 / 1.95 eV

Mulliken population analysis, charges in e, atoms 1 to 99:
1. C -0.591
2. H 0.589
3. H 0.084
4. C -0.236
5. H 0.363
6. Ge 0.556
7. C -1.214
8. H 0.385
9. H 0.337
10. N -0.166
11. S 0.022
12. C 0.111
13. C -0.383
14. H 0.205
15. C -0.682
16. C -0.424
17. C 0.096
18. H 0.264
19. H 0.449
20. H -0.168
21. C -0.019
22. H 0.086
23. H 0.207
24. H 0.366
25. C 0.091
26. H 0.435
27. C -1.113
28. H 0.303
29. H 0.324
30. H 0.414
31. H 0.834
32. H 0.241
33. C -1.240
34. H 0.511
35. C -0.318
36. H 0.248
37. Ge 0.562
38. H 0.416
39. H 0.423
40. C -1.400
41. H 0.091
42. H 0.265
43. H 0.319
44. H 0.405
45. C -0.123
46. C -0.602
47. H 0.219
48. H 0.419
49. C -0.989
50. H 0.379
51. H 0.428
52. C -0.931
53. N 0.632
54. C -1.306
55. H 0.527
56. C -0.650
57. H 0.551
58. H 0.341
59. H -0.010
60. Cs 1.080
61. S -0.393
62. H 0.261
63. C -1.207
64. H 0.332
65. H 0.405
66. C 1.293
67. C -0.776
68. C -0.240
69. C -0.700
70. H 0.268
71. C -0.396
72. H 0.442
73. C 0.004
74. C -0.685
75. C -0.577
76. C -0.634
77. H 0.324
78. H 0.118
79. N 0.583
80. H 0.476
81. C -0.316
82. O -0.683
83. C -0.571
84. H 0.796
85. C -0.557
86. C -1.378
87. H -0.883
88. H 0.385
89. C 0.095
90. C 0.257
91. C 0.299
92. C -0.270
93. N 1.178
94. H 0.322
95. C -1.215
96. H 0.458
97. H 0.364
98. C -0.385
99. C -0.842

---

# C41H51N4O15P

A 5-piece molecular cluster, C41H51N4O15P overall (ωB97M-V/def2-TZVPD, OMol25).

CARTESIAN COORDINATES (ANGSTROEM)
O  -2.52472  -0.81190  -2.53862
H  -4.47241  2.95249  -1.52468
N  2.02945  3.04437  5.81097
H  -2.25407  2.18417  -6.66171
C  2.32252  -3.95057  0.72722
C  -2.96139  0.65381  -0.67721
H  -4.63359  -0.52036  -1.93537
C  4.55246  -11.01572  0.30413
O  -1.39098  1.80849  -3.86529
C  1.96825  1.76301  6.52430
C  2.40651  -0.61180  6.59681
H  5.45573  -12.95140  0.07737
N  7.80006  -12.56175  1.39507
C  -0.10140  6.54482  -0.83793
H  2.12352  5.91048  -1.37477
O  0.55966  2.87101  -2.32824
O  -2.29483  1.13882  3.71980
H  2.78031  -1.51884  6.12660
C  5.57554  -11.94894  0.48243
H  -4.69501  0.92249  0.77626
C  1.02562  -5.61994  -0.48102
O  2.48197  3.04160  4.65645
H  0.80850  0.89872  -0.55543
C  1.89263  -0.66030  7.89362
C  -1.24315  3.55941  3.81548
P  -1.12647  2.43096  -2.41036
H  -4.37423  7.45057  1.09456
H  -3.48059  7.80476  -0.52574
H  -2.19972  3.85403  4.45649
H  1.66143  5.87363  0.54135
C  -4.55568  2.89787  -0.35903
H  -0.57343  5.46711  -0.72107
H  -1.34550  8.50370  -0.36306
C  -3.58063  6.98444  0.33602
C  1.29381  -3.02514  0.54015
H  2.84859  0.62103  4.89419
H  -1.22560  0.27231  -5.48244
C  -3.63709  0.08502  -2.07675
H  -3.69679  0.82292  -3.00795
H  -2.72235  4.04236  0.35618
C  -3.90004  4.23247  0.40730
C  -1.59475  0.14625  -6.49786
H  0.90581  -6.62240  -0.88608
H  3.21668  -3.64759  1.26798
C  0.00254  -4.68671  -0.65932
H  -4.16017  4.26356  1.55647
H  1.00717  0.45122  9.51468
O  1.62927  4.05574  6.40512
H  7.76661  -9.97660  2.23142
C  -2.10577  6.85028  1.01779
H  -1.86567  -2.23428  -8.91924
H  -0.28194  3.67589  4.49297
O  -3.27889  3.27818  -8.61257
H  1.90652  7.53183  -0.39538
H  1.86989  -1.60637  8.43181
H  -2.79057  -0.32507  -0.01421
H  -0.36854  -0.20375  0.55917
O  8.79188  -12.20546  2.04730
H  -1.10110  2.77245  1.09147
C  -3.82353  1.60358  0.32730
H  5.94201  -8.34481  1.89710
O  -3.65604  1.98588  -10.34496
C  -0.88058  7.58094  0.18839
O  4.24195  -5.87646  1.08385
N  -3.23641  2.18513  -9.19522
C  1.51551  6.41861  -0.49415
O  0.01747  -0.80973  -2.38234
C  6.87244  -10.27957  1.69066
H  -0.90171  -4.96717  -1.19526
H  -3.14778  1.88794  1.25972
C  1.44474  1.71578  7.82322
N  3.25014  -6.23275  0.43162
H  -2.93762  3.72014  -2.86929
C  -1.44190  1.04735  -1.13871
H  3.64821  -11.29617  -0.23181
C  -0.24353  0.83172  0.00082
O  -0.17465  1.43302  2.54697
H  1.39209  -2.01581  0.93366
C  -2.64446  1.04997  -8.47725
C  1.40885  0.49769  8.50486
C  -1.48185  -1.09250  -7.13137
H  -5.36506  5.77831  -0.39789
H  -2.90640  -0.34652  -10.12577
H  -5.69151  2.88977  -0.07262
H  -2.16570  7.41554  2.06794
H  3.88373  -9.00171  0.67950
H  -0.07641  7.89126  1.00839
O  3.09656  -7.36509  -0.04995
C  -1.95589  -1.26541  -8.43273
C  -4.17909  5.64119  -0.37409
H  -1.02056  -1.92815  -6.60783
C  -1.18540  -0.31398  -2.07831
H  0.78688  2.60336  1.04336
C  0.13662  -3.39521  -0.14729
C  -1.29022  1.96997  3.36474
H  1.06682  2.60990  8.31461
C  -2.54193  -0.19557  -9.11199
H  0.78045  3.10623  -1.37683
H  -1.17153  4.23559  2.84288
C  -2.17637  1.22432  -7.16807
C  6.73193  -11.57774  1.18225
C  5.84373  -9.35414  1.50359
O  -2.13064  3.84065  -2.25406
H  -0.66619  -2.67270  -0.28395
C  2.44500  0.59987  5.90416
C  4.68655  -9.72421  0.81615
H  -3.84733  5.65618  -1.50600
H  -0.24960  6.86206  -1.95877
H  -1.74482  5.76638  1.26085
C  -0.23132  1.99248  1.16004
C  2.18201  -5.24874  0.21880
O  7.64648  -13.69409  0.91350

Summary:
Gap between HOMO and LUMO = 8.52 eV
Total energy = -89286.823 eV
Structure (SMILES) = CCCCCCCCC[C@H]1COC(=O)[C@@]1(CCOC(C)=O)P(=O)(O)O.O=[N+]([O-])c1ccccc1.O=[N+]([O-])c1ccccc1.O=[N+]([O-])c1ccccc1.O=[N+]([O-])c1ccccc1
HOMO = -9.682 eV
Molecular weight = 870.85 g mol⁻¹
LUMO energy = -1.17 eV

Mulliken population analysis, charges in e, atoms 1 to 99:
1. O -0.392
2. H 0.154
3. N 0.964
4. H 0.510
5. C -0.404
6. C -0.233
7. H 0.326
8. C -0.513
9. O -0.458
10. C 0.148
11. C -0.488
12. H 0.417
13. N 0.950
14. C 0.439
15. H 0.284
16. O -0.537
17. O -0.593
18. H 0.377
19. C -0.259
20. H 0.488
21. C -0.235
22. O -0.560
23. H 0.554
24. C -0.390
25. C 0.063
26. P 0.417
27. H 0.304
28. H 0.266
29. H 0.300
30. H 0.210
31. C -0.601
32. H -0.455
33. H 0.239
34. C -0.746
35. C -0.291
36. H 0.425
37. H 0.486
38. C -0.286
39. H 0.138
40. H -0.662
41. C 0.257
42. C -0.306
43. H 0.425
44. H 0.450
45. C -0.747
46. H 0.414
47. H 0.369
48. O -0.572
49. H 0.416
50. C 0.582
51. H 0.368
52. H 0.011
53. O -0.590
54. H 0.369
55. H 0.367
56. H 0.305
57. H 0.091
58. O -0.584
59. H -0.836
60. C -0.227
61. H 0.380
62. O -0.592
63. C -0.832
64. O -0.595
65. N 0.977
66. C -1.090
67. O -0.601
68. C -0.284
69. H 0.388
70. H -0.392
71. C -0.386
72. N 1.022
73. H 0.336
74. C 1.065
75. H 0.368
76. C -0.753
77. O -0.354
78. H 0.384
79. C 0.095
80. C -0.458
81. C -0.589
82. H 0.288
83. H 0.426
84. H 0.430
85. H 0.392
86. H 0.297
87. H 0.338
88. O -0.652
89. C -0.359
90. C -0.364
91. H 0.418
92. C 0.220
93. H 0.175
94. C 0.000
95. C 0.618
96. H 0.430
97. C -0.430
98. H 0.314
99. H -0.283

---

# C41H51N5O2STi

C41H51N5O2STi as an isolated structure (ωB97M-V/def2-TZVPD, OMol25).

CARTESIAN COORDINATES (ANGSTROEM)
H  -5.55610  -2.25009  -0.02451
N  1.53220  0.46480  2.93258
H  -5.64113  2.88250  0.32877
H  6.07211  0.60067  5.35157
C  -4.21867  0.79973  -1.20849
C  5.07011  0.96560  5.53455
H  -0.66286  -1.89295  -2.60236
H  -4.24652  -3.17835  -0.75577
H  4.41958  0.64074  3.51358
H  -5.89979  -3.37786  -1.34665
H  5.44314  -1.34487  1.19546
C  -3.71067  3.20791  -0.63970
C  4.35299  -1.07485  -0.65646
H  1.93866  -1.58199  -5.46926
C  -2.52616  4.16679  -0.46196
H  2.22999  -3.13463  3.81983
C  -2.05564  1.22870  -0.31470
H  -7.01210  -1.61300  -2.64988
C  -4.71191  3.42855  0.50130
C  3.41729  1.85658  7.03644
C  2.49783  1.90415  5.99864
H  1.49226  2.26093  6.18389
H  5.69391  0.60991  -0.39701
H  -1.97262  2.97095  2.10060
H  -0.19989  -3.73899  -5.58138
H  0.63599  -3.62905  3.35611
C  1.28396  -3.16371  -4.12689
N  1.37130  -2.94696  3.33024
C  -1.72478  -0.10252  -0.63383
H  2.07181  -3.21262  -6.14690
C  1.43230  -2.31281  -2.86460
C  4.15027  0.99536  4.49985
H  0.35818  5.84639  4.26564
O  1.86835  0.16247  0.41112
H  3.54825  -2.59342  -2.79723
C  -0.97810  4.51738  3.24079
H  1.58779  -5.24002  -4.69589
H  -4.24954  -1.34602  -4.03649
H  -5.23841  2.99592  -2.21596
C  4.69594  0.41533  -0.79984
H  3.12628  2.18070  8.02694
C  -4.44423  -2.12908  -3.30112
S  -0.53857  -1.31532  2.47639
N  -0.11572  2.36868  2.69053
H  2.16900  4.12758  4.41938
C  1.00691  2.66520  3.38133
H  -6.22956  -0.07448  -3.01399
C  1.06626  -1.65884  3.06282
H  -2.85862  5.18038  -0.69942
C  -6.31420  -0.86605  -2.26654
H  -3.65508  3.51125  -2.79273
H  -5.21015  1.16100  -1.43711
H  -2.34728  -2.01009  -1.34196
H  1.05479  -5.02105  -3.02013
H  -0.84001  -3.63729  -3.94338
C  -4.37028  3.60515  -1.97333
C  4.42378  -1.47999  0.82230
Ti  0.24285  0.66992  1.26396
C  5.41127  -1.87821  -1.41459
C  1.23356  3.91648  3.92172
H  -0.50977  -2.15809  -4.85622
H  -6.74891  -0.43908  -1.36060
C  -4.96409  -1.52543  -1.98864
C  2.70671  -2.11492  -2.31775
C  -1.09187  3.26910  2.64648
H  5.42163  1.36338  7.61328
H  -4.69777  4.64621  -1.92381
C  1.82594  -0.72215  -0.61579
H  4.15414  -2.53201  0.94458
C  1.68833  -4.60982  -3.80839
H  5.47451  -1.58272  -2.46366
H  4.69012  0.71018  -1.85135
N  -0.39980  -0.35427  -0.29061
H  -4.95587  4.49028  0.59615
C  -3.93532  -0.53592  -1.44368
H  -1.69628  3.91183  -1.11997
C  4.70382  1.39384  6.80391
C  -5.17759  -2.65071  -0.96692
C  2.94470  -1.32750  -1.19546
N  2.00671  -0.76977  3.27835
H  -4.29919  3.08518  1.45325
C  -2.63766  -0.98132  -1.17461
H  -5.17981  -2.82040  -3.71966
H  3.74640  -0.88760  1.43395
O  -1.08793  1.86903  0.37894
H  6.38768  -1.69788  -0.96044
C  2.19153  -2.61844  -5.23770
H  -1.80900  5.20697  3.19849
H  -3.51658  -2.68270  -3.14777
H  3.97898  1.03611  -0.26527
H  2.72384  -4.66499  -3.46900
H  5.21492  -2.95139  -1.36961
C  -0.15272  -3.16925  -4.65127
C  2.86119  1.47108  4.72727
C  -3.29669  1.73020  -0.69346
H  3.24393  -2.65140  -4.95490
C  1.88043  1.48965  3.61911
C  0.33795  -1.75633  -2.22331
H  -2.14535  4.18068  0.55596
C  0.21797  4.86043  3.84228
C  0.53049  -1.01272  -1.05840

Summary:
Gap between HOMO and LUMO (alpha / beta) = 5.64 / 5.63 eV
Total energy = -88845.346 eV
HOMO (alpha / beta) = -6.656 / -6.656 eV
Molecular weight = 725.83 g mol⁻¹
LUMO energy (alpha / beta) = -1.02 / -1.02 eV

Mulliken population analysis, charges in e, atoms 1 to 99:
1. H 0.369
2. N 1.453
3. H 0.345
4. H 0.427
5. C 0.312
6. C -0.699
7. H 0.717
8. H 0.321
9. H 0.380
10. H 0.430
11. H 0.505
12. C 2.059
13. C 2.583
14. H 0.372
15. C -1.825
16. H 0.246
17. C 1.038
18. H 0.432
19. C -1.663
20. C -0.758
21. C -0.292
22. H 0.541
23. H 0.418
24. H 1.292
25. H 0.474
26. H 0.210
27. C 2.132
28. N -0.431
29. C -0.998
30. H 0.464
31. C -1.092
32. C -0.010
33. H 0.440
34. O -0.546
35. H 0.496
36. C -1.037
37. H 0.466
38. H 0.336
39. H 0.350
40. C -1.634
41. H 0.395
42. C -1.600
43. S -0.481
44. N 0.139
45. H 0.602
46. C 0.216
47. H 0.399
48. C 0.552
49. H 0.579
50. C -2.251
51. H 0.411
52. H 0.492
53. H 1.042
54. H 0.341
55. H 0.401
56. C -1.818
57. C -1.179
58. Ti 0.168
59. C -2.391
60. C -0.802
61. H 0.441
62. H 0.431
63. C 2.137
64. C 0.064
65. C -0.705
66. H 0.387
67. H 0.470
68. C 1.393
69. H 0.273
70. C -1.691
71. H 0.416
72. H 0.339
73. N 0.282
74. H 0.465
75. C -0.862
76. H 0.330
77. C -0.432
78. C -1.651
79. C -0.877
80. N -1.228
81. H 0.278
82. C -0.513
83. H 0.478
84. H -0.095
85. O -0.816
86. H 0.450
87. C -1.725
88. H 0.455
89. H 0.319
90. H 0.234
91. H 0.327
92. H 0.412
93. C -2.202
94. C -0.006
95. C -0.565
96. H 0.325
97. C -0.001
98. C -0.355
99. H 0.179

---

Look up the molecular weight of the third one.
725.83 g mol⁻¹